14
Properties=species:S:1:pos:R:3:forces:R:3 method="wB97M-V/def2-TZVPD" e_tot_ev=-8159.545 homo_ev=-7.88 homo_lumo_gap_ev=8.95
N -0.6867 0.6761 1.4214 -2.30 1.31 5.47
N 0.4354 1.5315 1.5232 2.23 -1.02 -0.76
N 0.1458 -0.8844 -0.5078 -0.26 2.42 5.00
N -0.7377 0.1937 -0.7163 -0.65 -1.99 -1.77
C -1.3545 0.7798 0.2700 -0.36 0.88 -5.79
C 0.8762 -1.6442 -1.4693 -4.02 -1.70 -0.45
H 1.1530 1.0125 0.9363 -0.86 1.54 0.87
H 1.8673 -1.8465 -1.3460 2.86 -0.54 2.07
H -2.2214 1.6370 -0.0934 2.62 -2.38 1.38
H 0.3090 -2.6663 -1.5005 1.23 1.56 -0.96
H -1.3299 1.0311 2.1659 0.90 -0.98 -0.25
H 0.2307 2.4526 1.1343 0.17 -0.28 -0.32
H 0.2674 -1.1353 0.5651 -0.29 0.65 -3.06
H 1.0454 -1.1377 -2.3830 -1.29 0.54 -1.43